Record 1
The following is a quantum chemistry calculation of a structure of composition C55H56IN3OP3SSeSn at a distorted geometry, from OMol25.

## Properties
DFT total energy ... -6704.3400 a.u.
LUMO ... -0.095 Ha
Gap between HOMO and LUMO ... 0.254 Ha

```
! RIJCOSX wB97M-V def2-TZVPD def2/J DEFGRID3
* xyz 1 1
C -2.007 -2.262 4.101
C -2.434 -1.435 3.064
H -6.137 1.498 3.270
H -1.496 -5.571 -3.428
H -2.071 -1.574 2.029
H 5.299 -1.369 -2.270
H 4.771 0.809 -4.106
N -2.115 -1.028 -2.654
C -5.896 -1.964 0.185
H -1.360 -3.117 3.888
H -6.862 3.366 4.655
C -0.175 -3.928 -0.795
H -0.525 -4.344 1.340
C -5.872 3.330 4.225
H -0.066 5.715 -3.885
C -0.440 3.697 -3.354
C -2.420 -1.953 5.431
H -3.319 6.358 4.665
H -0.970 6.462 3.652
C 7.038 3.175 -3.145
H 3.785 -1.140 -3.150
C -5.028 4.427 4.351
C 0.510 4.790 -3.807
H 0.882 -0.743 -6.451
H 3.858 -2.598 -0.377
H 7.832 3.766 -3.578
H -1.149 -0.792 -5.317
C -1.270 -5.342 -2.377
H -0.239 -0.699 -7.840
H 2.341 -4.128 -1.951
H 1.351 4.979 -3.078
C -3.283 -0.938 5.699
I -2.010 2.842 0.196
H 7.403 3.834 -1.186
C 5.461 0.435 3.054
C -3.344 3.317 2.934
C 3.684 0.908 1.431
C 2.278 -3.043 -1.778
C -5.486 2.306 3.377
C 6.193 2.422 -3.966
C -1.615 5.580 3.465
H -6.904 -1.706 -1.688
H 0.243 1.554 3.840
H 0.934 -2.102 4.304
H -2.047 -2.504 6.324
C 1.327 -2.572 3.444
C 2.247 -3.588 3.645
H -1.942 0.363 -6.505
C -3.411 -0.456 3.342
N -0.842 1.267 -5.086
Sn -0.404 -0.291 -1.293
H 3.569 -5.016 2.715
H -2.231 -7.047 -1.573
C 5.947 2.252 -1.180
C -2.592 -1.911 -3.329
C 3.709 -2.573 -1.494
H -5.257 5.295 4.926
N 0.211 2.396 -3.311
H 3.628 1.614 3.419
C -2.063 3.529 2.285
H 4.406 -3.326 -1.873
H 5.845 0.495 4.101
C -4.965 0.061 1.070
H -3.525 -0.747 6.724
C -1.190 4.549 2.609
H -1.286 3.581 -4.058
H 6.232 2.656 -5.035
O 0.504 1.760 2.961
C -0.764 -4.609 0.301
H 1.041 2.409 -2.730
H 2.493 -4.718 0.441
C 6.834 3.142 -1.796
C -6.253 0.147 -0.914
P -3.552 0.714 1.974
H -0.929 3.825 -2.391
H -0.242 4.699 2.131
C 5.584 -0.524 0.843
S 0.956 -0.068 -3.507
H -6.787 0.752 -1.651
C -0.514 -4.225 -2.150
C 5.348 1.488 -3.460
H 6.118 -1.138 0.161
H 0.587 0.796 -7.339
C -3.813 -0.221 4.611
C 0.009 1.281 -4.041
P 0.947 -2.557 -0.551
P 3.904 0.360 -1.309
H 2.734 1.373 1.215
C 6.136 -0.311 2.111
C -4.175 2.226 2.763
H 0.334 -1.299 1.876
H -5.115 -1.845 2.215
C 2.837 -4.249 2.544
C 5.197 1.388 -2.000
C -3.716 4.402 3.768
C -1.003 0.110 -5.974
C 4.203 -1.258 -2.103
C 4.270 1.084 2.662
H 1.931 -2.544 -2.728
H -6.179 -3.004 0.267
C -2.862 5.483 4.070
H -4.454 0.612 4.826
H -1.900 -6.329 0.802
C -6.388 -1.227 -0.906
H 2.467 -3.924 4.633
C -5.293 -1.322 1.231
C -1.686 -6.141 -1.293
H 0.875 4.588 -4.791
H 7.155 -0.670 2.422
H -1.302 2.117 -5.365
C 0.984 -2.148 2.150
C -1.437 -5.796 0.012
C -5.395 0.786 -0.010
H -0.241 2.291 2.620
H -0.237 -3.514 -2.950
C 2.330 -4.026 1.272
Se -3.204 -3.240 -4.252
C 4.408 0.150 0.454
H -5.044 1.804 -0.042
C 1.526 -2.881 1.112
C 0.117 -0.100 -6.964
H 5.924 2.283 -0.072
*
```

***

Record 2
The following is a quantum chemistry calculation of a structure of composition C55H57BrKN6OP2S, from OMol25.

## Properties
DFT total energy ... -6788.5576 a.u.
LUMO ... -0.096 Ha
Gap between HOMO and LUMO ... 0.274 Ha

```
! RIJCOSX wB97M-V def2-TZVPD def2/J DEFGRID3
* xyz 1 1
H -1.736 2.982 -6.133
C -2.058 0.339 2.747
H 1.897 0.217 -5.116
C 3.255 2.370 -1.584
H -5.730 -0.292 -0.559
K 0.187 -0.190 -0.984
C 1.844 2.911 0.296
C 1.805 3.116 3.924
H -3.472 -4.281 -1.174
C 3.329 0.991 0.426
P -1.062 1.337 1.561
H -1.950 -1.061 -4.136
O 1.917 1.474 2.240
C 0.026 -3.453 -2.871
H 4.552 0.682 -1.295
N -2.327 -2.875 -0.096
H -6.409 -0.900 -4.474
H 2.639 -2.173 -1.545
H -3.095 -1.166 -1.081
C 3.206 -0.937 -3.201
H 0.605 -4.538 2.559
C 4.104 0.323 4.080
C 1.081 3.983 4.724
H -0.241 -1.432 -4.460
C 5.385 -1.385 -4.133
H -3.525 -4.038 1.225
C 4.213 -0.642 -4.116
H 0.366 1.629 -6.163
P 4.268 -0.338 1.278
Br 7.142 -3.428 -3.244
C -0.230 2.454 2.777
H -1.746 -4.601 -1.096
N -6.343 -0.565 -1.304
H -0.429 -1.052 2.900
H 0.213 -3.843 -1.868
H -1.787 -4.402 1.241
H -3.173 -1.134 0.698
C -1.420 -0.790 3.255
N 2.001 -0.183 -3.086
C 0.272 1.217 -4.062
H -1.518 -2.443 4.618
H -1.501 -2.576 -4.950
H 3.614 2.578 -2.586
C 0.926 -2.772 1.375
C 2.999 -1.564 1.777
C -3.300 -1.247 4.685
H 6.177 -1.148 -4.834
N -6.708 -0.954 -3.519
C 4.616 0.905 5.231
H -7.633 -1.290 -3.317
C -5.871 -0.505 -2.568
H 2.752 -4.309 3.770
C -1.968 3.814 0.572
H -2.389 -2.915 2.002
H -4.934 0.142 4.543
H -2.524 -3.970 -3.315
H -3.844 1.544 2.841
C -1.202 -1.857 -4.169
H -5.154 2.360 -1.045
C -1.351 2.540 -5.221
C -0.938 3.335 3.591
H -3.158 -2.439 -2.730
C -2.275 2.465 0.770
H 3.167 -0.219 4.127
C 2.300 3.180 -0.992
C 3.404 -1.962 -2.284
C -4.269 2.773 -0.573
H -4.320 -2.124 -0.230
C -2.520 -3.594 1.157
H 4.079 0.809 6.168
C 3.769 1.299 -0.863
C 1.491 0.364 -4.108
H 1.498 -0.976 0.372
H -2.010 3.430 3.466
C 1.270 -3.709 2.339
C -2.017 2.706 -4.022
C 1.143 2.368 2.966
C 5.808 1.622 5.183
C 4.567 -2.717 -2.298
C -3.327 0.669 3.220
C -2.032 -1.574 4.226
C 6.495 1.739 3.982
H 1.135 3.576 0.770
H -2.941 3.266 -3.955
C -2.480 -3.800 -1.212
H -3.782 -1.861 5.437
S -4.347 0.103 -2.938
H 4.716 -3.512 -1.579
C 2.338 1.811 0.986
H -1.075 4.235 1.018
C 2.474 -3.578 3.020
C 5.994 1.131 2.837
C 4.785 0.432 2.866
H 0.935 -2.954 -3.211
C -3.961 4.116 -0.745
H 6.545 1.203 1.903
C 1.782 -1.706 1.110
H 1.905 4.041 -1.522
C -1.474 2.125 -2.882
H -2.552 5.679 -0.310
H -7.236 -0.964 -1.075
C -2.358 -3.167 -2.579
C -3.947 -0.125 4.180
H 2.877 3.008 4.029
H -0.866 4.777 5.174
H -0.010 -2.860 0.827
H -0.167 -4.302 -3.544
H 6.205 2.074 6.085
H 4.281 -2.450 3.260
C 5.548 -2.423 -3.227
C -3.274 -1.768 -0.186
H 7.431 2.286 3.941
H -3.658 0.895 0.274
H 4.109 0.202 -4.792
C -0.295 4.097 4.555
N -0.361 1.391 -2.891
H 1.591 4.570 5.482
C -0.183 1.786 -5.240
H -4.618 4.756 -1.323
N -1.084 -2.499 -2.858
C 3.334 -2.526 2.733
C -3.430 1.953 0.174
H -1.970 2.246 -1.920
C -2.804 4.633 -0.176
*
```

***

Record 3
The following is a quantum chemistry calculation of a structure of composition C55H60F4N11O2RbS, from OMol25.

## Properties
DFT total energy ... -3706.3822 a.u.
LUMO ... 0.117 Ha
Gap between HOMO and LUMO ... 0.180 Ha

```
! RIJCOSX wB97M-V def2-TZVPD def2/J DEFGRID3
* xyz -2 1
H -1.250 1.606 0.786
C -4.378 2.134 1.926
C -0.341 6.820 -1.465
H -1.451 -4.135 3.027
N -0.190 -0.688 3.586
C 5.220 4.148 -0.316
H 0.414 -7.322 2.413
C 4.525 1.068 -2.441
C 2.342 -2.938 -0.080
C 4.133 2.141 0.348
H 0.572 8.238 0.829
H -3.225 -2.282 0.920
C 4.883 2.753 -4.499
C -4.036 -0.552 2.535
C -4.029 -0.644 -3.876
C -2.500 -1.719 -0.932
C 4.386 -0.417 -6.585
H -5.957 -0.398 3.484
H -2.769 2.121 -1.109
C 1.530 0.852 4.174
H 3.840 2.332 3.621
H 0.584 -1.883 -0.856
C -2.071 2.302 0.939
C 4.692 2.403 -2.083
H 2.418 -7.469 0.984
C -3.062 0.088 1.700
C -2.431 2.902 -0.422
H 1.788 0.480 -4.213
H -1.503 0.454 -3.522
N 3.659 1.550 1.236
C 4.535 0.601 -3.738
H -1.767 -3.267 -4.023
H -3.234 3.640 -0.320
C 1.497 -2.355 -1.222
C -2.586 -1.573 -2.123
C -4.748 -2.998 2.851
N 0.248 6.474 -0.258
H -2.434 4.112 2.082
C -3.669 -1.739 4.721
H 3.280 -3.271 -0.528
H -1.560 3.394 -0.863
N 4.192 -1.505 -6.938
H 1.742 -1.163 4.275
C -2.278 -6.016 2.470
H -3.289 -2.652 5.194
H 2.090 -1.607 -1.758
O 2.795 0.855 4.631
C 1.741 3.800 -3.588
H 0.712 6.713 1.728
F 5.015 3.679 -5.462
H -4.488 -3.938 3.350
F 4.320 -0.717 -3.902
N -0.216 -2.899 1.385
C 4.699 1.416 -4.859
H 1.217 -3.133 -1.938
H -0.302 5.748 -3.385
C -1.619 3.404 1.906
C 2.694 -1.876 0.961
H -3.535 -3.323 -3.997
H -4.662 -1.536 5.133
C -0.033 5.865 -2.349
C 1.732 -4.156 0.593
C 4.671 2.898 -0.700
H 0.809 0.520 -1.927
H -4.089 -0.378 -4.938
H 0.119 -4.982 4.759
H -1.504 -3.803 0.082
H -4.493 3.197 1.728
C 0.147 7.242 0.965
C -1.111 -5.166 2.977
C 0.547 -4.105 1.349
C 1.902 -6.523 1.101
H 2.020 4.766 -3.993
N 4.866 2.422 -8.336
C -1.274 -2.923 0.697
H -6.346 1.947 2.814
H -1.994 -7.071 2.414
C 1.967 2.627 -4.291
N 1.088 -0.431 4.065
H -1.565 -5.427 5.081
H 1.793 -1.521 1.458
H -3.019 -0.902 4.990
C -3.738 -1.896 3.193
C -5.420 1.448 2.556
H -1.609 -0.297 -5.129
Rb 0.928 1.187 1.252
H -2.593 -5.696 1.474
H -0.764 3.958 1.505
F 4.317 0.148 -1.477
H 3.201 -1.030 0.489
C -5.200 0.123 2.898
H 2.423 2.653 -5.274
N 0.753 4.923 -1.685
C -0.723 -5.579 4.400
H -0.940 7.709 -1.583
H -3.137 -5.926 3.140
H -0.579 -1.013 -3.874
C 0.947 5.294 -0.374
S 1.864 4.565 0.803
C 0.088 -5.234 2.044
C -2.673 -2.720 -4.288
H 3.370 -2.292 1.713
H -5.747 -2.703 3.184
C 4.876 3.216 -3.198
H -4.111 0.268 -3.280
H -0.192 -1.307 2.775
F 4.994 4.542 -3.032
C 4.621 0.941 -6.238
C 1.159 3.711 -2.331
N 0.849 2.570 -1.744
H -0.783 -1.070 4.308
O 0.879 1.846 3.925
H -1.332 2.971 2.869
H -2.692 -2.581 -5.374
H 4.258 2.066 5.339
C -3.209 1.503 1.543
H -4.805 -3.188 1.776
N 5.697 5.149 0.024
N -2.020 -0.535 1.094
C 2.378 -5.382 0.472
H 3.275 -5.436 -0.135
H -4.874 -1.289 -3.627
C -1.526 -0.499 -4.056
C -2.705 -1.359 -3.578
C 1.088 1.446 -2.426
C 0.775 -6.436 1.901
H -0.436 -6.633 4.446
H 2.752 2.922 4.896
C 4.764 1.789 -7.368
H -2.743 -2.215 2.871
H -0.896 7.326 1.277
C 3.448 2.136 4.617
C 1.623 1.422 -3.702
C -2.295 -1.823 0.555
*
```

***

- What is the formula in the third record?
  C55H60F4N11O2RbS

***

- Among the records above, which one has the lowest gap between HOMO and LUMO?
  C55H60F4N11O2RbS

***

- Number 3 is which compound?
  C55H60F4N11O2RbS